(1)
Density functional theory data (the ωB97M-V functional and the def2-TZVPD basis) for a 13-piece molecular cluster, C69H147N9O21 overall in a non-equilibrium geometry.

Each line ends with the Mulliken charge.
Element x y z (Å)
C  -0.001  4.271  -1.865  0.7957
C  -0.453  5.350  -0.928  -0.1789
O  -0.394  6.550  -1.189  -0.7573
N  -0.989  4.988  0.242  0.7045
C  -1.012  3.664  0.794  -0.1878
H  -0.806  4.039  -2.548  -0.6233
H  0.270  3.304  -1.370  -0.2943
H  0.822  4.676  -2.446  0.5288
H  -1.210  5.788  0.892  0.3555
H  -1.247  2.888  0.075  -0.1319
H  -1.854  3.611  1.486  -0.5825
H  -0.118  3.314  1.292  0.2422
C  1.448  -3.508  -0.663  -0.6558
C  2.141  -2.753  0.454  0.8576
O  1.638  -2.750  1.576  -0.5202
N  3.332  -2.112  0.260  0.0805
C  4.067  -1.388  1.301  -0.8792
H  0.559  -3.077  -1.051  0.1038
H  1.215  -4.473  -0.319  0.4820
H  2.137  -3.614  -1.557  -0.3302
H  3.651  -2.042  -0.692  -0.1568
H  3.427  -0.979  2.097  0.1384
H  4.552  -0.573  0.850  0.1751
H  4.813  -2.064  1.676  0.5433
C  -2.402  -1.310  2.751  -0.6212
C  -1.772  -0.409  1.759  1.0062
O  -2.276  0.490  1.201  -0.5600
N  -0.516  -0.773  1.437  1.4646
C  0.165  -0.091  0.417  0.4487
H  -3.339  -1.692  2.384  0.4629
H  -2.629  -0.721  3.632  0.4815
H  -1.706  -2.154  2.936  -0.6424
H  -0.063  -1.610  1.849  -0.7185
H  -0.236  0.915  0.290  -0.3421
H  0.188  -0.547  -0.603  -0.1581
H  1.271  0.078  0.689  -0.1689
C  2.922  -2.664  -4.501  0.0651
C  4.184  -3.094  -3.861  0.3323
O  4.422  -2.720  -2.712  -0.8348
N  5.063  -3.963  -4.484  -0.2500
C  6.159  -4.690  -3.763  -0.8373
H  2.081  -3.101  -3.981  -0.1877
H  2.955  -2.869  -5.514  0.8295
H  2.831  -1.548  -4.333  -0.4832
H  4.874  -4.273  -5.429  0.2736
H  6.072  -4.459  -2.672  0.2232
H  7.133  -4.439  -4.177  0.2907
H  5.948  -5.786  -3.952  0.3395
C  5.931  -0.273  -4.843  -1.3187
C  5.718  1.010  -4.039  1.4518
C  5.072  1.991  -4.983  -1.6152
C  4.351  3.119  -4.274  -1.0484
C  3.294  2.499  -3.306  -0.0249
C  3.942  1.532  -2.346  1.3653
N  4.726  0.563  -3.057  1.2624
O  5.486  -0.212  -2.032  -0.6187
C  4.758  2.287  -1.270  -1.9569
C  2.793  0.820  -1.542  0.2578
C  7.012  1.649  -3.501  -1.7221
H  6.466  -0.949  -4.148  0.3056
H  6.568  -0.066  -5.707  0.5328
H  4.888  -0.504  -5.096  -0.0389
H  5.799  2.410  -5.670  0.5372
H  4.353  1.534  -5.623  0.3422
H  3.918  3.837  -5.004  0.4777
H  5.080  3.715  -3.720  0.4574
H  2.433  2.100  -3.952  -0.4808
H  2.924  3.298  -2.631  -0.0552
H  5.695  2.666  -1.658  0.4408
H  4.203  3.155  -0.908  0.3028
H  5.085  1.529  -0.573  0.2665
H  2.043  1.521  -1.273  -0.3483
H  2.242  0.091  -2.073  -0.1891
H  3.232  0.346  -0.660  -0.2693
H  7.111  2.681  -3.163  0.3167
H  7.789  1.487  -4.286  0.4330
H  7.359  1.033  -2.603  0.2822
H  5.217  -1.134  -2.156  0.3650
C  0.421  -0.223  -7.559  -1.5540
C  -0.957  -0.070  -6.756  2.1089
C  -0.733  -0.620  -5.281  -0.7557
C  0.154  0.259  -4.441  0.6926
C  -0.443  1.616  -4.286  1.8984
C  -0.656  2.216  -5.677  2.0472
N  -1.473  1.278  -6.511  0.2169
O  -1.587  1.942  -7.771  -0.5320
C  -1.431  3.530  -5.434  -2.1645
C  0.768  2.551  -6.174  -1.5965
C  -2.109  -0.887  -7.316  -1.9247
H  1.277  -0.219  -6.883  0.1817
H  0.521  0.589  -8.256  0.3619
H  0.353  -1.183  -8.131  0.3645
H  -1.736  -0.656  -4.911  0.1240
H  -0.322  -1.643  -5.345  -0.3249
H  1.164  0.076  -4.780  -0.1628
H  0.111  -0.184  -3.456  -0.5156
H  0.185  2.281  -3.730  -0.3585
H  -1.402  1.460  -3.737  -1.5490
H  -2.411  3.342  -5.002  0.6522
H  -0.825  4.166  -4.807  0.4069
H  -1.633  4.117  -6.308  0.4014
H  1.402  1.675  -6.327  0.0392
H  0.727  3.084  -7.118  0.3912
H  1.233  3.191  -5.418  0.3920
H  -1.719  -1.876  -7.558  0.3305
H  -2.422  -0.498  -8.304  0.4706
H  -2.925  -0.916  -6.622  0.3601
H  -2.506  2.147  -7.897  0.3523
C  -7.417  0.451  1.656  -1.9588
C  -6.878  1.766  1.002  1.9194
C  -7.896  2.469  0.080  -1.4413
C  -7.360  3.880  -0.211  0.6886
C  -7.094  4.742  0.973  -1.2278
C  -6.162  4.122  1.983  1.8754
N  -6.555  2.708  2.127  0.0969
O  -5.790  2.054  3.152  -0.5291
C  -4.708  4.295  1.522  -1.6896
C  -6.182  4.790  3.378  -2.1268
C  -5.626  1.312  0.324  -1.1579
H  -6.590  0.201  2.311  0.3338
H  -7.623  -0.365  0.892  0.3318
H  -8.285  0.646  2.229  0.5002
H  -7.957  1.869  -0.873  0.4011
H  -8.819  2.451  0.562  0.3478
H  -7.972  4.391  -0.964  0.4573
H  -6.386  3.702  -0.781  -0.5998
H  -8.007  5.114  1.420  0.3246
H  -6.616  5.669  0.628  0.4436
H  -4.613  5.406  1.402  0.5882
H  -3.913  3.986  2.178  0.4350
H  -4.601  3.817  0.507  0.0475
H  -5.476  4.427  4.088  0.3462
H  -5.836  5.855  3.289  0.3836
H  -7.181  4.760  3.831  0.4596
H  -4.955  0.785  0.982  0.0248
H  -5.053  2.126  -0.152  -0.4178
H  -5.814  0.526  -0.420  0.5858
H  -4.851  2.023  2.770  0.4062
C  -2.152  -5.226  3.601  -1.4102
C  -0.866  -5.791  2.942  2.0378
C  -0.689  -7.224  3.361  -1.2527
C  -1.614  -8.092  2.611  -0.8267
C  -1.405  -7.960  1.124  -1.1400
C  -1.622  -6.552  0.628  1.3466
N  -0.688  -5.715  1.484  -0.3247
O  -0.939  -4.298  1.186  1.6783
C  -0.896  -6.406  -0.737  -1.3304
C  -3.021  -6.090  0.476  -1.2755
C  0.321  -5.017  3.488  -2.0139
H  -2.567  -4.371  3.024  -0.1524
H  -2.034  -4.973  4.700  0.2835
H  -2.855  -6.044  3.603  0.5558
H  0.387  -7.493  3.359  0.4865
H  -0.834  -7.260  4.455  0.3694
H  -2.639  -7.975  2.874  0.4786
H  -1.273  -9.085  2.942  0.4352
H  -1.997  -8.694  0.556  0.3125
H  -0.369  -8.115  0.883  0.4892
H  0.093  -6.906  -0.740  0.3366
H  -1.527  -6.795  -1.571  0.4400
H  -0.688  -5.348  -0.762  -0.0223
H  -3.032  -4.996  0.664  -0.0020
H  -3.335  -6.374  -0.545  0.5172
H  -3.699  -6.596  1.219  0.2640
H  0.568  -5.451  4.438  0.8644
H  0.169  -3.946  3.709  -0.1024
H  1.203  -5.002  2.729  -0.1500
H  -0.042  -3.936  1.168  -1.0723
C  4.361  -0.622  7.486  -1.9590
C  3.312  -1.459  6.667  1.8795
C  3.787  -2.911  6.507  -1.6294
C  2.672  -3.860  6.073  0.5702
C  1.459  -3.769  6.941  -1.6183
C  0.869  -2.350  7.071  1.6819
N  2.034  -1.405  7.431  -0.0339
O  1.572  -0.036  7.402  -0.3569
C  0.183  -2.027  5.693  0.1145
C  -0.147  -2.344  8.221  -1.8926
C  3.154  -0.837  5.278  -1.2459
H  3.996  0.390  7.659  0.4183
H  5.344  -0.504  7.082  0.3893
H  4.445  -0.942  8.550  0.4391
H  4.543  -2.969  5.713  0.4497
H  4.205  -3.245  7.512  0.2726
H  3.071  -4.860  6.055  0.6606
H  2.458  -3.721  5.010  -0.5797
H  1.688  -4.180  7.908  0.4993
H  0.660  -4.390  6.598  0.4356
H  -0.819  -2.535  5.688  0.5567
H  -0.003  -0.936  5.637  -0.2074
H  0.714  -2.320  4.771  -0.7637
H  0.309  -2.595  9.182  0.4692
H  -0.517  -1.313  8.210  0.4236
H  -1.044  -2.975  7.989  0.3120
H  2.478  0.061  5.292  0.1209
H  2.772  -1.540  4.544  -0.1949
H  4.156  -0.605  4.912  0.6518
H  1.776  0.212  8.299  0.3483
C  -3.822  1.839  -2.257  -1.4694
O  -3.843  3.207  -2.009  0.5829
C  -4.267  3.962  -3.039  0.3200
O  -4.639  3.452  -4.073  -0.6346
O  -4.058  5.237  -2.906  -0.4687
C  -3.990  5.781  -1.582  0.0845
H  -3.236  1.395  -1.475  0.1832
H  -3.344  1.674  -3.177  0.9004
H  -4.851  1.492  -2.330  0.3398
H  -3.033  5.442  -1.101  -0.2583
H  -4.912  5.574  -1.040  0.0263
H  -4.003  6.855  -1.785  0.2940
C  -2.546  -1.804  -1.729  0.0602
O  -2.721  -2.896  -2.684  -0.5016
C  -1.628  -3.244  -3.402  0.6101
O  -0.506  -2.810  -3.254  0.3668
O  -1.998  -4.117  -4.376  -0.5195
C  -0.801  -4.744  -5.045  -0.5482
H  -1.656  -1.225  -2.023  -0.1714
H  -2.554  -2.253  -0.717  -0.0221
H  -3.450  -1.247  -1.974  0.3692
H  -1.312  -5.462  -5.690  0.2495
H  -0.286  -5.289  -4.255  0.2282
H  -0.240  -3.929  -5.529  0.1420
C  4.075  3.220  2.925  -0.7326
O  3.043  3.842  2.054  0.2282
C  3.099  5.173  1.973  0.3610
O  3.747  5.905  2.645  -0.6065
O  2.353  5.537  0.903  0.0623
C  2.343  6.946  0.615  -0.9835
H  5.036  3.736  2.818  0.4475
H  4.261  2.205  2.547  0.0402
H  3.705  3.324  3.963  0.2339
H  1.971  7.093  -0.401  0.2118
H  3.362  7.275  0.777  0.4570
H  1.669  7.437  1.296  0.3137
C  0.937  5.705  5.573  -0.8597
O  1.174  4.547  4.657  -0.0501
C  0.282  3.580  4.864  0.2984
O  -0.595  3.621  5.731  -0.6151
O  0.481  2.612  3.976  0.0851
C  -0.542  1.658  3.835  -0.6607
H  0.176  6.385  5.155  0.2945
H  1.919  6.254  5.723  0.2332
H  0.589  5.341  6.558  0.3640
H  -0.691  1.125  4.750  0.4977
H  -0.300  0.868  3.070  -0.1898
H  -1.456  2.100  3.474  0.3388

Output
* 2S+1: 1
* strongest force on any atom: 0.100 Eh/bohr
* E_HOMO: -8.1 eV
* total energy: -4789.89137 hartree
* molecular weight: 1438.98 g mol⁻¹
* net charge: 0

---

(2)
Density functional theory data (the ωB97M-V functional and the def2-TZVPD basis) for an isolated ion of composition C4H11N4 and charge +1 in a non-equilibrium geometry.

Each line ends with the Mulliken charge.
Element x y z (Å)
C  1.437  -1.274  1.506  -0.0928
C  -0.699  -0.220  -0.560  -0.3012
C  3.122  0.445  1.401  -0.7044
C  -2.557  0.860  -1.448  -0.9273
N  0.529  -0.119  -0.989  -0.1652
N  1.638  0.048  -0.388  -0.7839
N  1.919  -0.250  0.886  0.5446
N  -1.711  -0.243  -1.644  0.0182
H  2.040  -1.627  2.451  0.1927
H  0.673  -1.978  0.950  0.2559
H  -1.078  -0.003  0.448  0.4210
H  3.428  -0.160  2.302  0.2411
H  4.039  0.345  0.852  0.3205
H  2.884  1.462  1.495  0.3002
H  -3.377  0.476  -0.687  0.3663
H  -2.188  1.727  -1.021  0.3841
H  -3.235  1.027  -2.364  0.3233
H  -1.212  -0.250  -2.453  0.2836
H  -2.288  -1.045  -1.691  0.3234

Output
* ΔE to the lowest compared entry with this formula, charge and spin: 604.92 kJ/mol
* 2S+1: 1
* strongest force on any atom: 0.141 Eh/bohr
* E_HOMO (spin up / spin down): -11.8 / -11.8 eV
* total energy: -377.59635 hartree
* molecular weight: 115.16 g mol⁻¹
* net charge: +1

---

(3)
Density functional theory data (the ωB97M-V functional and the def2-TZVPD basis) for a 2-piece molecular cluster, C10H17N4 overall in a non-equilibrium geometry.

Each line ends with the Mulliken charge.
Element x y z (Å)
C  -0.811  1.584  2.131  -0.8632
C  -0.432  0.568  2.968  -0.2841
C  -1.466  1.181  0.977  -0.9800
C  -0.532  -0.807  2.689  -0.6704
C  -1.572  -0.161  0.645  -0.1336
C  -1.118  -1.170  1.462  0.2436
C  2.137  -1.135  -1.738  -0.1325
C  1.920  -1.677  -0.529  -0.4473
C  0.485  0.647  -1.816  0.8884
C  -0.841  0.972  -2.626  -1.5720
N  1.170  -0.333  -2.370  -0.1900
N  0.640  1.434  -0.766  0.0919
N  -1.191  -2.478  0.979  -0.4163
N  1.792  1.432  0.060  -0.6393
H  -0.788  2.588  2.535  0.4602
H  0.006  0.948  3.875  0.3724
H  -1.912  1.888  0.242  0.8785
H  -0.157  -1.437  3.472  0.4469
H  2.889  -1.376  -2.405  0.4962
H  -2.092  -0.534  -0.236  0.5529
H  2.431  -2.648  -0.157  0.2516
H  1.181  -1.436  0.234  -0.0342
H  -1.476  1.799  -2.273  0.3033
H  -1.401  0.081  -2.533  0.4920
H  -0.390  1.247  -3.587  0.5106
H  0.696  -0.525  -3.197  0.1950
H  -0.193  1.987  -0.634  0.2715
H  1.851  0.803  0.881  0.2168
H  -1.313  -2.490  -0.089  0.2115
H  -1.572  -3.308  1.454  0.2084
H  2.057  2.358  0.351  0.2710

Output
* ΔE to the lowest compared entry with this formula, charge and spin: 108.90 kJ/mol
* 2S+1: 1
* strongest force on any atom: 0.078 Eh/bohr
* E_HOMO: -11.6 eV
* total energy: -609.93240 hartree
* molecular weight: 193.27 g mol⁻¹
* net charge: +1

---

> Among the records above, which one has the highest molecular weight?

C69H147N9O21

---

> Which of these has the highest strongest force on any atom?

C4H11N4

---

> Look up the molecular weight of the second one.

115.16 g mol⁻¹

---

> 2S+1 of number 2 (C4H11N4)?

1